i.
Here is one molecule with the formula C20H23N3O3S from OMol25. Energies are from ωB97M-V/def2-TZVPD.

Last column: natural (NBO) charge in e.
Cartesian coordinates (Å):
C  -5.32  -1.77  0.90  -0.653
C  -4.23  -0.91  0.34  0.092
C  -3.02  -1.47  -0.04  -0.226
C  -2.00  -0.70  -0.56  -0.204
C  -2.21  0.66  -0.71  -0.342
S  -0.91  1.72  -1.31  2.318
O  0.07  0.92  -2.01  -0.971
O  -1.47  2.84  -2.01  -0.933
N  -0.31  2.29  0.14  -0.858
C  0.58  1.40  0.85  -0.344
C  1.99  2.00  0.90  0.684
O  2.24  3.05  0.34  -0.636
N  2.87  1.30  1.63  -0.608
C  4.30  1.50  1.47  -0.218
C  4.92  0.35  0.65  -0.430
C  3.97  -0.06  -0.43  -0.115
C  3.68  0.60  -1.59  -0.001
N  2.68  -0.03  -2.26  -0.527
C  2.25  -1.09  -1.52  0.208
C  1.25  -2.02  -1.77  -0.252
C  1.03  -2.99  -0.82  -0.234
C  1.81  -3.07  0.34  -0.240
C  2.82  -2.17  0.58  -0.214
C  3.06  -1.16  -0.35  -0.122
C  -3.40  1.24  -0.34  -0.168
C  -4.43  0.47  0.18  -0.038
C  -5.73  1.10  0.58  -0.631
H  -5.00  -2.81  0.95  0.218
H  -6.21  -1.72  0.28  0.221
H  -5.59  -1.44  1.90  0.220
H  -2.87  -2.54  0.08  0.210
H  -1.06  -1.13  -0.87  0.248
H  0.15  3.19  -0.01  0.431
H  0.63  0.45  0.31  0.242
H  0.20  1.23  1.86  0.217
H  2.59  0.38  1.96  0.395
H  4.77  1.58  2.45  0.197
H  4.41  2.45  0.94  0.232
H  5.87  0.69  0.23  0.226
H  5.12  -0.50  1.30  0.206
H  4.13  1.49  -1.98  0.217
H  2.16  0.36  -3.03  0.431
H  0.65  -1.95  -2.66  0.223
H  0.25  -3.73  -0.97  0.212
H  1.61  -3.85  1.05  0.211
H  3.42  -2.24  1.48  0.206
H  -3.52  2.30  -0.48  0.236
H  -5.70  2.17  0.39  0.223
H  -5.93  0.94  1.63  0.219
H  -6.55  0.67  0.01  0.220

Results
HOMO = -7.911 eV
orbital gap = 8.61 eV
spin multiplicity = 1
charge = 0
SMILES = Cc1ccc(S(=O)(=O)NCC(=O)NCCc2c[nH]c3ccccc23)cc1C



ii.
Here is one molecule with the formula C20H23N3O3S from OMol25. Energies are from ωB97M-V/def2-TZVPD.

Last column: natural (NBO) charge in e.
Cartesian coordinates (Å):
C  -3.75  -4.63  1.11  -0.741
S  -4.18  -2.89  1.39  0.178
C  -4.21  -2.29  -0.34  -0.522
C  -2.82  -2.20  -0.96  -0.417
C  -1.91  -1.24  -0.22  -0.158
N  -2.34  0.13  -0.42  -0.599
C  -2.10  1.12  0.46  0.682
O  -1.40  0.95  1.45  -0.650
C  -2.75  2.42  0.17  -0.169
C  -2.97  2.88  -1.13  -0.140
C  -3.57  4.11  -1.33  -0.230
C  -3.97  4.88  -0.26  -0.193
C  -3.75  4.43  1.04  -0.209
C  -3.13  3.21  1.25  -0.155
C  -0.44  -1.42  -0.67  0.683
O  -0.14  -2.13  -1.61  -0.623
N  0.41  -0.71  0.10  -0.617
C  1.80  -0.59  0.01  0.131
C  2.56  -1.30  -0.92  -0.224
C  3.93  -1.13  -0.95  -0.253
C  4.57  -0.27  -0.07  0.202
N  5.96  -0.15  -0.15  -0.621
C  6.81  0.62  0.58  0.681
C  8.26  0.44  0.16  -0.713
O  6.47  1.36  1.47  -0.604
C  3.80  0.43  0.86  -0.257
C  2.44  0.27  0.89  -0.210
H  -2.74  -4.72  0.74  0.213
H  -4.46  -5.07  0.41  0.213
H  -3.83  -5.13  2.07  0.234
H  -4.67  -1.31  -0.27  0.222
H  -4.85  -2.95  -0.91  0.220
H  -2.91  -1.89  -2.00  0.214
H  -2.35  -3.19  -0.97  0.236
H  -1.95  -1.44  0.86  0.246
H  -2.90  0.32  -1.24  0.404
H  -2.64  2.30  -1.98  0.201
H  -3.73  4.46  -2.34  0.217
H  -4.45  5.84  -0.42  0.217
H  -4.05  5.04  1.88  0.219
H  -2.94  2.85  2.25  0.235
H  -0.02  -0.15  0.84  0.440
H  2.08  -1.96  -1.62  0.253
H  4.51  -1.68  -1.68  0.202
H  6.38  -0.73  -0.87  0.392
H  8.38  0.71  -0.89  0.225
H  8.89  1.07  0.77  0.242
H  8.56  -0.60  0.29  0.225
H  4.29  1.10  1.55  0.258
H  1.85  0.82  1.61  0.217

Results
HOMO = -7.762 eV
orbital gap = 8.35 eV
spin multiplicity = 1
charge = 0
SMILES = CSCC[C@H](NC(=O)c1ccccc1)C(=O)Nc1ccc(NC(C)=O)cc1



Stability comparison, relative energies in eV: i 1.058; ii 0.000



i.
Here is a 3-piece molecular cluster, C2H9NS overall from OMol25. Energies are from ωB97M-V/def2-TZVPD.

Last column: natural (NBO) charge in e.
Cartesian coordinates (Å):
H  2.39  1.38  0.36  0.015
H  1.75  1.44  -0.02  -0.016
C  -1.49  0.71  0.31  -0.398
C  -0.71  0.24  1.38  -0.507
S  -1.42  -1.24  0.57  -0.038
H  -0.97  1.06  -0.57  0.222
H  -2.56  0.88  0.40  0.248
H  0.40  0.03  1.35  0.247
H  -1.12  0.31  2.36  0.229
N  1.17  -1.11  -1.63  -1.075
H  1.04  -1.15  -0.60  0.355
H  0.54  -0.45  -1.93  0.348
H  0.99  -2.10  -1.96  0.368

Results
HOMO = -8.637 eV
orbital gap = 9.38 eV
spin multiplicity = 1
charge = 0
SMILES = [H][H].C1CS1.N



ii.
Here is a 2-piece molecular cluster, C2H9NS overall from OMol25. Energies are from ωB97M-V/def2-TZVPD.

Last column: natural (NBO) charge in e.
Cartesian coordinates (Å):
S  -0.82  2.28  0.35  -1.029
H  0.05  3.27  0.09  0.120
C  1.07  -1.84  -1.35  -0.638
C  0.11  -2.02  -0.18  -0.226
N  0.30  -0.86  0.77  -0.723
H  1.04  -2.73  -1.99  0.233
H  0.82  -1.01  -2.02  0.243
H  2.11  -1.78  -1.02  0.215
H  -0.91  -1.86  -0.52  0.231
H  0.38  -2.97  0.27  0.220
H  1.13  -0.90  1.36  0.423
H  -0.53  -0.70  1.35  0.451
H  0.42  0.04  0.24  0.480

Results
HOMO = -6.456 eV
orbital gap = 6.37 eV
spin multiplicity = 1
charge = 0



Stability comparison, relative energies in eV: i 0.740; ii 0.000



i.
Here is an isolated ion of composition C4H5N2 and charge +1 from OMol25. Energies are from ωB97M-V/def2-TZVPD.

Last column: natural (NBO) charge in e.
Cartesian coordinates (Å):
C  2.10  1.03  -0.18  0.347
N  1.52  0.08  0.04  -0.164
C  0.97  -1.06  0.23  -0.247
C  -0.35  -1.15  -0.15  0.154
N  -1.02  -0.05  -0.38  -0.369
C  -1.75  0.81  0.19  0.057
H  2.30  2.05  -0.43  0.293
H  1.58  -1.86  0.15  0.255
H  -0.95  -2.08  -0.31  0.268
H  -2.09  0.60  1.16  0.185
H  -2.29  1.64  -0.31  0.220

Results
HOMO = -13.638 eV
orbital gap = 9.08 eV
spin multiplicity = 1
charge = +1
SMILES = C#[N+]/C=C\N=C



ii.
Here is an isolated ion of composition C4H5N2 and charge +1 from OMol25. Energies are from ωB97M-V/def2-TZVPD.

Last column: natural (NBO) charge in e.
Cartesian coordinates (Å):
H  -3.55  -0.31  0.15  0.408
N  -2.62  -0.41  -0.23  -0.417
C  -1.63  0.15  0.25  -0.051
C  -0.29  0.26  -0.03  0.494
N  1.13  -0.47  0.82  -0.151
C  1.79  -0.60  -0.41  -0.167
C  1.02  0.70  -0.10  -0.202
H  -1.61  0.78  1.19  0.287
H  1.42  -1.25  -1.19  0.240
H  2.87  -0.52  -0.35  0.267
H  1.46  1.68  -0.10  0.294

Results
HOMO = -15.608 eV
orbital gap = 8.43 eV
spin multiplicity = 1
charge = +1
SMILES = [H]/N=C/C1=[N+]2C[C@@H]12



iii.
Here is an isolated ion of composition C4H5N2 and charge +1 from OMol25. Energies are from ωB97M-V/def2-TZVPD.

Last column: natural (NBO) charge in e.
Cartesian coordinates (Å):
C  -2.06  0.51  -0.38  0.096
C  1.21  -0.51  0.42  -0.281
C  -0.16  -0.92  0.09  0.230
C  1.72  0.05  -0.92  0.358
N  1.44  0.91  0.32  -0.621
N  -1.18  -0.23  0.02  -0.231
H  -1.81  0.94  -1.27  0.231
H  -2.94  0.68  0.27  0.255
H  1.98  -1.00  0.94  0.268
H  -0.34  -1.91  -0.20  0.254
H  2.14  1.47  0.72  0.442

Results
HOMO = -15.042 eV
orbital gap = 9.44 eV
spin multiplicity = 1
charge = +1



Stability comparison, relative energies in eV: i 0.000; ii 3.448; iii 2.674



i.
Here is an isolated ion of composition C4H5N2 and charge +1 from OMol25. Energies are from ωB97M-V/def2-TZVPD.

Last column: natural (NBO) charge in e.
Cartesian coordinates (Å):
C  0.84  0.15  0.85  -0.130
C  0.12  1.15  0.66  0.267
C  -1.27  0.73  -0.83  0.625
C  1.52  -0.98  0.93  -0.269
N  -0.91  1.68  -0.02  -0.585
N  -0.97  -0.48  -1.12  -0.747
H  1.23  -1.77  1.61  0.245
H  2.43  -1.13  0.37  0.245
H  -1.29  2.62  0.04  0.469
H  -1.49  -0.95  -1.85  0.455
H  -0.22  -1.04  -0.65  0.425

Results
HOMO (spin up / spin down) = -14.613 / -14.006 eV
orbital gap (spin up / spin down) = 8.42 / 7.49 eV
spin multiplicity = 1
charge = +1



ii.
Here is an isolated ion of composition C4H5N2 and charge +1 from OMol25. Energies are from ωB97M-V/def2-TZVPD.

Last column: natural (NBO) charge in e.
Cartesian coordinates (Å):
C  0.53  -1.70  0.80  0.230
C  -0.06  1.43  -0.58  0.004
C  0.86  0.60  -0.10  -0.088
C  -1.30  -0.43  -0.09  0.270
N  -1.31  0.78  -0.56  -0.541
N  0.09  -0.64  0.26  -0.361
H  -0.17  -2.51  0.99  0.256
H  1.57  -1.82  1.07  0.235
H  0.05  2.44  -0.94  0.270
H  1.92  0.64  0.05  0.265
H  -2.17  1.21  -0.89  0.460

Results
HOMO = -14.535 eV
orbital gap = 8.20 eV
spin multiplicity = 1
charge = +1



iii.
Here is an isolated ion of composition C4H5N2 and charge +1 from OMol25. Energies are from ωB97M-V/def2-TZVPD.

Last column: natural (NBO) charge in e.
Cartesian coordinates (Å):
H  -2.54  -0.88  -0.23  0.398
N  -1.60  -0.53  0.03  -0.518
C  -1.37  0.69  -0.06  0.044
C  -0.03  0.98  0.09  0.103
C  1.02  1.79  0.03  0.198
N  1.02  0.00  0.06  -0.290
C  1.24  -1.24  0.06  0.028
H  -2.02  1.60  -0.50  0.223
H  1.83  2.47  -0.17  0.302
H  2.26  -1.59  -0.19  0.249
H  0.24  -1.67  0.13  0.264

Results
HOMO = -15.330 eV
orbital gap = 9.82 eV
spin multiplicity = 1
charge = +1
SMILES = [H]/N=C/C1=C[N+]1=C



Stability comparison, relative energies in eV: i 2.692; ii 0.000; iii 3.133



i.
Here is a 3-piece molecular cluster, C4H14O4 overall from OMol25. Energies are from ωB97M-V/def2-TZVPD.

Last column: natural (NBO) charge in e.
Cartesian coordinates (Å):
O  -2.90  -2.89  0.67  -0.717
C  -3.11  -1.65  -0.08  -0.081
C  -1.87  -0.70  -0.14  -0.414
C  -0.81  -1.16  -1.13  -0.468
C  0.31  -0.19  -1.20  -0.049
O  1.45  -0.32  -0.41  -0.750
H  -2.57  -3.56  -0.06  0.465
H  -3.37  -1.78  -1.16  0.163
H  -3.76  -0.99  0.50  0.185
H  -2.33  0.42  -0.31  0.205
H  -1.52  -0.57  0.91  0.216
H  -1.24  -1.15  -2.17  0.219
H  -0.40  -2.22  -0.82  0.212
H  -0.01  0.84  -0.70  0.162
H  0.68  0.08  -2.26  0.174
H  1.54  -1.03  0.24  0.477
O  3.08  5.23  0.98  -0.923
H  2.08  5.16  0.83  0.463
H  3.31  5.13  0.05  0.460
O  3.78  0.57  2.42  -0.934
H  3.98  1.08  1.61  0.477
H  3.69  -0.30  2.20  0.458

Results
HOMO = -9.742 eV
orbital gap = 10.32 eV
spin multiplicity = 1
charge = 0
SMILES = OCCCCO.O.O



ii.
Here is a 4-piece molecular cluster, C4H14O4 overall from OMol25. Energies are from ωB97M-V/def2-TZVPD.

Last column: natural (NBO) charge in e.
Cartesian coordinates (Å):
C  0.57  2.76  0.06  -0.608
C  0.16  1.29  0.18  -0.407
C  -0.45  0.87  1.51  -0.520
C  0.08  -0.30  2.31  0.486
O  1.10  -0.90  2.12  -0.552
H  1.21  2.94  -0.83  0.221
H  0.92  2.89  1.08  0.210
H  -0.29  3.41  -0.13  0.203
H  1.10  0.74  -0.02  0.185
H  -0.41  0.81  -0.62  0.215
H  -1.54  0.82  1.46  0.234
H  -0.38  1.75  2.17  0.222
H  -0.52  -0.46  3.25  0.101
O  -0.80  -1.82  -3.42  -0.933
H  -0.19  -2.04  -2.69  0.476
H  -1.57  -2.12  -2.91  0.452
O  -1.11  -1.70  0.18  -0.999
H  -2.03  -1.76  -0.13  0.477
H  -0.40  -1.57  -0.49  0.502
O  1.17  -1.84  -1.24  -0.958
H  1.72  -2.61  -1.08  0.493
H  1.68  -1.16  -0.77  0.498

Results
HOMO = -9.802 eV
orbital gap = 10.26 eV
spin multiplicity = 1
charge = 0
SMILES = CCCC=O.O.O.O



Stability comparison, relative energies in eV: i 1.539; ii 0.000



i.
Here is a 2-piece molecular cluster, Br2H2O2Si overall from OMol25. Energies are from ωB97M-V/def2-TZVPD.

Last column: natural (NBO) charge in e.
Cartesian coordinates (Å):
O  1.49  2.84  3.65  -1.136
Si  0.93  1.46  3.89  1.651
Br  -1.17  0.97  4.07  -0.272
Br  1.92  -0.44  3.92  -0.243
O  -0.49  -1.38  1.69  -0.968
H  -0.37  -2.29  1.34  0.482
H  -1.25  -0.88  1.17  0.486

Results
HOMO = -10.770 eV
orbital gap = 10.36 eV
spin multiplicity = 1
charge = 0
SMILES = O=[Si](Br)Br.O



ii.
Here is a 2-piece molecular cluster, Br2H2O2Si overall from OMol25. Energies are from ωB97M-V/def2-TZVPD.

Last column: natural (NBO) charge in e.
Cartesian coordinates (Å):
O  0.90  0.25  -1.66  -1.146
Si  1.65  0.01  -0.35  2.050
O  1.99  0.88  0.95  -1.114
Br  2.68  -1.90  -0.11  -0.325
H  2.16  1.00  1.81  0.534
Br  -3.78  -1.77  -0.19  -0.179
H  -2.46  -1.95  -0.07  0.180

Results
HOMO = -10.906 eV
orbital gap = 10.39 eV
spin multiplicity = 1
charge = 0
SMILES = O=[Si](O)Br.Br



Stability comparison, relative energies in eV: i 0.000; ii 0.162



i.
Here is a 2-piece molecular cluster, Br2H2O2Si overall from OMol25. Energies are from ωB97M-V/def2-TZVPD.

Last column: natural (NBO) charge in e.
Cartesian coordinates (Å):
O  1.76  -0.30  -0.98  -1.070
O  0.19  0.36  1.39  -1.072
Si  -0.87  0.21  0.19  1.592
Br  -2.33  1.76  -0.16  -0.188
Br  -1.61  -1.86  -0.10  -0.224
H  2.11  0.24  -1.59  0.419
H  0.77  -0.41  1.24  0.543

Results
HOMO (spin up / spin down) = -8.782 / -8.789 eV
orbital gap (spin up / spin down) = 6.91 / 6.92 eV
spin multiplicity = 1
charge = 0



ii.
Here is a 2-piece molecular cluster, Br2H2O2Si overall from OMol25. Energies are from ωB97M-V/def2-TZVPD.

Last column: natural (NBO) charge in e.
Cartesian coordinates (Å):
O  -1.75  -1.04  1.40  -0.950
O  0.75  1.50  0.01  -1.138
Si  0.19  0.09  -0.53  1.570
Br  1.69  -1.22  0.41  -0.237
Br  -0.43  -0.02  -2.63  -0.212
H  -1.21  -1.76  1.55  0.412
H  0.75  2.46  -0.20  0.555

Results
HOMO (spin up / spin down) = -9.019 / -9.024 eV
orbital gap (spin up / spin down) = 7.07 / 7.08 eV
spin multiplicity = 1
charge = 0



Stability comparison, relative energies in eV: i 0.000; ii 0.159



i.
Here is an isolated ion of composition C5H14N3 and charge +1 from OMol25. Energies are from ωB97M-V/def2-TZVPD.

Last column: natural (NBO) charge in e.
Cartesian coordinates (Å):
C  2.64  1.50  -1.15  -0.621
C  1.88  0.86  0.00  -0.405
C  0.37  1.12  0.00  -0.413
C  -0.42  0.09  -0.83  -0.244
N  -0.68  -1.16  -0.11  -0.543
C  -1.69  -1.34  0.72  0.676
N  -1.83  -2.47  1.41  -0.758
N  -2.62  -0.39  0.89  -0.770
H  2.22  2.45  -1.47  0.213
H  2.70  0.86  -2.05  0.208
H  3.70  1.67  -0.92  0.233
H  2.28  1.25  0.93  0.223
H  2.11  -0.21  0.03  0.188
H  0.02  1.09  1.03  0.208
H  0.16  2.08  -0.46  0.227
H  0.19  -0.19  -1.70  0.235
H  -1.32  0.51  -1.29  0.217
H  0.12  -1.78  -0.01  0.422
H  -1.21  -3.25  1.27  0.426
H  -2.50  -2.52  2.15  0.427
H  -2.54  0.49  0.41  0.425
H  -3.56  -0.65  1.14  0.425

Results
HOMO = -14.428 eV
orbital gap = 11.46 eV
spin multiplicity = 1
charge = +1
SMILES = CCCCNC(N)=[NH2+]



ii.
Here is a 2-piece molecular cluster, C5H14N3 overall from OMol25. Energies are from ωB97M-V/def2-TZVPD.

Last column: natural (NBO) charge in e.
Cartesian coordinates (Å):
C  -2.10  0.39  -1.03  0.055
C  -1.04  0.15  -1.81  -0.225
N  0.33  0.10  -1.23  -0.687
N  -3.37  0.08  -1.53  -0.776
H  -2.01  0.80  -0.03  0.219
H  -1.13  -0.27  -2.84  0.230
H  1.00  -0.31  -1.88  0.444
H  0.67  1.02  -1.02  0.431
H  0.36  -0.46  -0.42  0.468
H  -3.36  -0.72  -2.22  0.403
H  -3.99  -0.07  -0.70  0.404
C  -0.33  -0.56  1.69  -0.659
C  1.15  -0.75  1.56  -0.349
C  1.95  0.28  1.14  0.017
N  3.35  0.45  1.32  -0.793
H  -0.75  0.42  1.51  0.200
H  -0.91  -1.22  1.02  0.197
H  -0.61  -0.73  2.71  0.259
H  1.56  -1.67  1.97  0.234
H  1.50  1.19  0.66  0.152
H  3.82  0.96  0.58  0.381
H  3.93  -0.36  1.53  0.394

Results
HOMO = -12.003 eV
orbital gap = 8.88 eV
spin multiplicity = 1
charge = +1



Stability comparison, relative energies in eV: i 0.000; ii 3.086